[1]
# C50H111F2N6O16

10 unconnected molecules or ions with the total composition C50H111F2N6O16 (the ωB97M-V functional and the def2-TZVPD basis, the OMol25 dataset).

ORCA input file:
```
! wB97M-V def2-TZVPD RIJCOSX def2/J DEFGRID3
* xyz 3 1
C 4.5543 42.1309 -31.7345
N 3.5319 41.1637 -32.2831
C 2.9024 41.8286 -33.4981
C 4.2869 39.8844 -32.7098
C 2.4437 40.7621 -31.3285
C 2.8113 40.4074 -29.8709
O 3.5561 41.4152 -29.2579
H 3.9603 42.7695 -31.0899
H 5.0777 42.5145 -32.6112
H 5.3782 41.6310 -31.2262
H 2.3462 42.7259 -33.2475
H 2.2954 40.9992 -33.8584
H 3.6439 42.0688 -34.2568
H 4.6917 39.6529 -31.7268
H 4.9994 40.3391 -33.3922
H 3.5738 39.1233 -33.0007
H 1.9475 39.8596 -31.6951
H 1.5988 41.4499 -31.3985
H 3.3485 39.4514 -29.8200
H 1.9284 40.1533 -29.2720
H 4.0133 41.0562 -28.4521
C 1.0566 44.5234 -23.8655
N 2.0921 43.5911 -24.5338
C 2.2085 42.3583 -23.6612
C 1.5999 43.2809 -25.9115
C 3.3895 44.3554 -24.4768
C 4.6359 43.6447 -24.9033
O 4.4910 43.1989 -26.2374
H 0.0888 44.1048 -24.1378
H 1.1019 45.5179 -24.2959
H 1.1715 44.3566 -22.8011
H 1.3786 41.6897 -23.8686
H 2.2575 42.6663 -22.6199
H 3.1578 41.8941 -23.9105
H 0.5172 43.2084 -25.8938
H 2.0341 42.3471 -26.2621
H 1.9498 44.0841 -26.5543
H 3.4885 44.8386 -23.5051
H 3.2485 45.1377 -25.2269
H 5.0201 42.7503 -24.3903
H 5.5106 44.3108 -24.8630
H 4.7184 42.2315 -26.3541
C 6.2959 43.4564 -28.5583
N 7.0413 44.6686 -29.0356
C 8.5222 44.4124 -29.2487
C 6.5195 45.1409 -30.3810
C 6.8247 45.7781 -27.9865
C 7.7721 46.9387 -28.1075
O 7.5990 47.7825 -29.2273
H 6.6009 42.7606 -29.3401
H 5.2462 43.7204 -28.4706
H 6.5953 43.0481 -27.5965
H 8.9614 44.2213 -28.2693
H 9.0004 45.2480 -29.7476
H 8.6470 43.4809 -29.7977
H 7.0699 45.9876 -30.7665
H 5.4575 45.2441 -30.1526
H 6.5523 44.2655 -31.0299
H 7.0362 45.2836 -27.0404
H 5.8127 46.1527 -28.1328
H 8.8170 46.7682 -27.8570
H 7.4173 47.5600 -27.2626
H 6.6835 48.0834 -29.2218
C 9.7759 40.1809 -20.4764
N 8.4533 39.8177 -21.1472
C 8.5939 38.5384 -21.8888
C 7.4172 39.6811 -20.0408
C 8.2563 40.9875 -22.1110
C 7.0625 40.8453 -23.0952
O 5.8447 40.7391 -22.3854
H 10.0533 39.4028 -19.7638
H 9.5500 41.0753 -19.9023
H 10.6465 40.2838 -21.1194
H 8.9600 38.7285 -22.8971
H 7.6120 38.0890 -22.0513
H 9.2393 37.8546 -21.3464
H 6.5179 39.4970 -20.6211
H 7.4118 40.5708 -19.4170
H 7.6035 38.8346 -19.3826
H 9.1707 41.0186 -22.7035
H 8.2281 41.9065 -21.5278
H 7.2156 39.9970 -23.7572
H 7.1380 41.7621 -23.6864
H 5.7381 41.5600 -21.8908
C 3.4963 39.4934 -25.8085
C 4.9177 39.5452 -26.4386
C 4.9299 38.2669 -27.3459
O 5.1372 40.7825 -27.0185
H 3.4870 38.5197 -25.3101
H 2.6675 39.8058 -26.4376
H 3.4297 40.1432 -24.9252
H 5.6581 39.4556 -25.6209
H 4.2134 38.4408 -28.1484
H 4.6394 37.3729 -26.8045
H 5.9433 38.2771 -27.7562
C -1.5102 40.0335 -24.7145
C -0.7670 38.7239 -24.4157
C -1.0569 38.4099 -22.9088
C -2.4980 37.8567 -22.7442
C -2.7894 36.7366 -23.7097
C -2.4710 37.0017 -25.1978
N -1.1372 37.6143 -25.2687
O -0.7648 37.8120 -26.6148
C -2.4635 35.6410 -25.9031
C -3.6462 37.8718 -25.7136
C 0.7940 38.8903 -24.5999
H -2.0274 40.0506 -25.6771
H -0.9172 40.9536 -24.6738
H -2.2927 40.2100 -23.9772
H -0.3036 37.7045 -22.5487
H -0.8839 39.3193 -22.3312
H -3.1564 38.7140 -22.8913
H -2.7516 37.4547 -21.7623
H -3.8806 36.6482 -23.6768
H -2.4397 35.7468 -23.4110
H -3.4097 35.1518 -25.6577
H -2.3047 35.6468 -26.9780
H -1.7454 34.9778 -25.4138
H -3.7844 38.7419 -25.0764
H -3.4449 38.2671 -26.7142
H -4.5407 37.2566 -25.7637
H 1.3881 39.1473 -23.7139
H 0.9475 39.8504 -25.1009
H 1.1743 37.9974 -25.0755
H -1.1407 38.6665 -26.8956
C 2.2199 36.7693 -20.4207
C 3.7706 36.6218 -20.4525
C 4.2517 35.1726 -19.9985
C 4.3128 34.1500 -21.1048
C 5.0049 34.6006 -22.4016
C 4.4301 35.9270 -22.8661
N 4.4384 36.8938 -21.7332
O 3.9504 38.1779 -22.1758
C 5.3806 36.5283 -23.9649
C 3.0166 35.6954 -23.4802
C 4.4359 37.4617 -19.3808
H 1.7975 35.8006 -20.6791
H 1.9626 37.4661 -21.2194
H 1.8774 37.1977 -19.4837
H 5.2092 35.1468 -19.4845
H 3.4486 34.8821 -19.3184
H 3.3480 33.7533 -21.4292
H 4.9022 33.2711 -20.8276
H 4.8215 33.8644 -23.1824
H 6.0739 34.7780 -22.2548
H 4.7744 36.7136 -24.8496
H 5.7116 37.4673 -23.5316
H 6.1066 35.7654 -24.2356
H 2.4024 35.2215 -22.7190
H 2.6180 36.6286 -23.8739
H 3.1132 35.0095 -24.3243
H 3.9299 37.5805 -18.4228
H 4.2989 38.4933 -19.7644
H 5.5143 37.4168 -19.2389
H 4.7466 38.7051 -22.2797
C 0.5289 35.6584 -28.6765
C 1.8003 36.4076 -28.2301
O 1.7537 37.6106 -28.9603
C 0.7905 37.5228 -29.9009
O 0.5000 38.3964 -30.6730
O 0.2291 36.3238 -29.8906
H -0.2546 35.6594 -27.9226
H 0.8356 34.6333 -28.8832
H 2.6884 35.8042 -28.4344
H 1.7786 36.5533 -27.1481
C 8.7089 39.3592 -28.3733
C 9.1130 38.7251 -27.0055
O 9.1496 39.7859 -26.0932
C 9.0205 40.9270 -26.7566
O 9.0267 42.0101 -26.2522
O 8.8918 40.7336 -28.0823
F 10.3417 38.1457 -27.1939
H 7.6722 39.0175 -28.4634
H 9.2232 38.8463 -29.1807
H 8.4152 37.9465 -26.7077
C 7.2410 35.3926 -31.2269
C 6.5861 34.7765 -30.0160
O 5.3301 35.4558 -29.9817
C 5.4733 36.6368 -30.6178
O 4.7171 37.5575 -30.5330
O 6.6663 36.7011 -31.2130
F 7.2652 34.9484 -28.8674
H 7.0418 34.8705 -32.1585
H 8.3037 35.4742 -31.0000
H 6.4167 33.7178 -30.2067
*
```

***

[2]
# C50H112F8N10O18S8

10 unconnected molecules or ions with the total composition C50H112F8N10O18S8 (the ωB97M-V functional and the def2-TZVPD basis, the OMol25 dataset).

ORCA input file:
```
! wB97M-V def2-TZVPD RIJCOSX def2/J DEFGRID3
* xyz 2 1
C -1.0377 2.2265 -0.5620
C -1.0138 0.7635 -0.9851
O -0.4966 0.3204 -2.0045
N -1.4045 -0.2372 0.1254
H -0.6562 -0.3796 0.7886
H -2.1461 0.2145 0.6412
C -2.1426 -1.4888 -0.5220
H -2.0860 2.4818 -0.4070
H -0.5538 2.8317 -1.3287
H -0.6189 2.3984 0.4295
H -2.8050 -1.2063 -1.3403
H -2.7819 -1.9294 0.2430
H -1.3840 -2.1526 -0.9366
C -2.2724 5.6372 -7.0892
C -2.5751 4.7826 -5.8811
O -3.4942 4.8453 -5.0886
N -1.6470 3.5748 -5.6546
H -1.6684 2.9507 -6.4485
H -0.6968 3.9144 -5.6119
C -1.9008 2.8835 -4.2869
H -1.5164 6.3933 -6.8771
H -3.2362 6.1294 -7.2189
H -1.9841 4.9705 -7.9019
H -1.8273 3.5796 -3.4513
H -1.1438 2.1003 -4.2487
H -2.9103 2.4753 -4.2369
C 4.5952 3.0521 5.0290
C 3.1323 2.7779 5.5192
C 2.0123 3.5050 4.7622
C 2.0300 5.0563 4.8426
N 0.7435 5.6439 4.1511
C 0.7142 7.1899 4.2052
C -0.7002 7.6583 4.7023
C -1.5150 6.3676 4.8037
C -0.5371 5.2156 4.8699
C 0.6628 5.2660 2.6044
C 1.9087 5.6380 1.7210
C 1.8231 5.0191 0.3246
H 5.0129 3.9974 5.3754
H 4.5444 3.1245 3.9426
H 5.2800 2.2483 5.2993
H 3.0858 3.0813 6.5651
H 2.9401 1.7054 5.5489
H 1.0441 3.0655 5.0018
H 2.2248 3.0541 3.7929
H 2.8070 5.6188 4.3250
H 2.0735 5.2971 5.9048
H 0.8867 7.6739 3.2439
H 1.4726 7.5966 4.8741
H -1.0411 8.5035 4.1043
H -0.6496 8.1062 5.6948
H -2.0604 6.2541 3.8668
H -2.2916 6.4553 5.5635
H -0.9474 4.2792 4.4918
H -0.2690 5.1358 5.9234
H -0.2446 5.6792 2.1640
H 0.4535 4.1988 2.6775
H 2.7936 5.2947 2.2571
H 2.0387 6.7082 1.5606
H 2.7081 5.3825 -0.1977
H 0.9790 5.3389 -0.2863
H 1.7765 3.9329 0.2471
C 9.1560 0.3084 -4.2575
C 8.2909 -0.7164 -3.4801
C 7.1837 0.0291 -2.6389
C 6.0640 -0.8900 -2.0699
N 4.8580 -0.0728 -1.4857
C 3.6446 -1.0589 -1.2182
C 2.4460 -0.1998 -1.1198
C 2.7737 0.9525 -2.0566
C 4.2347 0.8706 -2.5582
C 5.2899 0.7768 -0.2725
C 5.7552 0.0250 0.9532
C 5.9539 1.0237 2.1468
H 8.6692 1.0265 -4.9174
H 9.9220 -0.2206 -4.8246
H 9.7455 0.9595 -3.6120
H 8.9162 -1.2504 -2.7646
H 7.8054 -1.4914 -4.0732
H 6.7545 0.7721 -3.3110
H 7.7190 0.5725 -1.8603
H 6.3914 -1.5245 -1.2462
H 5.6792 -1.4665 -2.9111
H 4.0327 -1.5589 -0.3309
H 3.4942 -1.5590 -2.1750
H 2.3536 0.2507 -0.1316
H 1.6029 -0.7581 -1.5266
H 2.7602 1.9631 -1.6484
H 2.1164 0.9288 -2.9258
H 4.8478 1.7667 -2.6535
H 4.2752 0.3398 -3.5093
H 4.4577 1.4471 -0.0580
H 6.0846 1.4304 -0.6322
H 6.6734 -0.5149 0.7219
H 5.0921 -0.7823 1.2642
H 6.3792 1.9715 1.8168
H 6.7250 0.6979 2.8449
H 5.0368 1.1752 2.7161
C 2.2027 -4.7553 -0.9040
C 0.8353 -4.3810 -1.5284
C 0.2652 -5.2315 -2.6691
C -0.6087 -4.3999 -3.6283
N -1.1039 -5.1605 -4.8843
C 0.0025 -5.7655 -5.6710
C -0.3529 -5.5593 -7.1411
C -1.0110 -4.1203 -7.1423
C -1.8452 -4.0936 -5.8265
C -2.0740 -6.2440 -4.4606
C -3.3544 -5.7710 -3.7029
C -4.3467 -6.9336 -3.5987
H 2.9737 -5.1762 -1.5493
H 1.9951 -5.4665 -0.1045
H 2.7089 -3.8971 -0.4619
H 0.9470 -3.3634 -1.9027
H 0.1267 -4.2165 -0.7167
H -0.4157 -5.9224 -2.1721
H 1.0036 -5.8410 -3.1902
H 0.0272 -3.6456 -4.0917
H -1.4551 -3.8089 -3.2782
H -0.0421 -6.8384 -5.4840
H 0.9596 -5.3268 -5.3888
H -1.1534 -6.2879 -7.2692
H 0.4006 -5.6389 -7.9248
H -1.2631 -3.7210 -8.1247
H -0.2172 -3.3850 -7.0107
H -2.8730 -4.4410 -5.9314
H -1.8292 -3.1123 -5.3521
H -1.4734 -7.0018 -3.9573
H -2.3837 -6.7837 -5.3555
H -3.7734 -4.9210 -4.2414
H -3.0817 -5.3953 -2.7167
H -3.9158 -7.5638 -2.8207
H -4.4421 -7.5073 -4.5206
H -5.3383 -6.6029 -3.2897
C -1.3382 -5.6338 6.9740
C -1.7718 -5.4924 5.5807
C -1.7867 -3.9966 5.0538
C -3.0237 -3.1314 5.5779
N -3.2048 -1.7772 4.8781
C -2.0779 -0.7589 5.1323
C -2.5992 0.2141 6.2683
C -3.8677 -0.3623 6.8231
C -4.4282 -1.1764 5.6415
C -3.5594 -1.9660 3.3964
C -4.6314 -3.0153 3.0075
C -5.1027 -3.1349 1.5664
H -0.4765 -5.0200 7.2363
H -1.1745 -6.6817 7.2257
H -2.1623 -5.3501 7.6286
H -2.7493 -5.8973 5.3185
H -1.1084 -6.1765 5.0516
H -1.7755 -4.0160 3.9640
H -0.9226 -3.3575 5.2354
H -2.8912 -2.9366 6.6421
H -3.9129 -3.7596 5.5243
H -1.8705 -0.3195 4.1566
H -1.1775 -1.2671 5.4775
H -2.9329 1.1918 5.9205
H -1.8234 0.3324 7.0248
H -4.6360 0.3096 7.2057
H -3.6018 -1.0130 7.6561
H -4.8726 -0.4587 4.9519
H -5.2084 -1.9102 5.8440
H -2.6063 -2.1344 2.8950
H -3.9082 -1.0052 3.0178
H -5.4334 -2.8483 3.7265
H -4.1695 -3.9694 3.2615
H -5.6511 -2.2155 1.3613
H -5.8950 -3.8831 1.5421
H -4.2740 -3.3621 0.8957
N 0.9072 4.5496 -5.2788
S 1.8603 4.5189 -3.8156
O 1.8775 5.6998 -2.9738
O 2.9516 3.4933 -3.7968
F 0.7486 3.6285 -3.0186
S 1.5673 5.8009 -5.8055
O 2.9833 5.8523 -6.1540
O 0.9235 7.0459 -5.2878
F 0.8820 5.7247 -7.2500
N 0.6564 -0.5986 1.5903
S 1.3911 0.5097 2.6104
O 2.8026 0.9925 2.3335
O 0.9042 0.4896 4.0430
F 0.4936 1.7878 2.0874
S 1.2934 -1.7562 2.2271
O 0.5189 -2.3817 3.3334
O 2.7081 -1.9417 2.0937
F 0.8102 -2.7963 1.0569
N -3.3093 1.1885 1.4492
S -4.8607 1.3619 0.7615
O -4.9049 1.8636 -0.5739
O -6.0140 1.7211 1.5727
F -5.0037 -0.1934 0.5129
S -3.3391 2.3407 2.3955
O -4.0732 2.0695 3.6602
O -3.3276 3.6555 1.7504
F -1.8080 2.3027 2.7912
N -6.1872 -3.0845 -3.5794
S -5.3570 -1.6863 -4.2197
O -3.8573 -1.7460 -4.2464
O -5.9572 -0.3668 -4.1243
F -5.6979 -2.1750 -5.7079
S -5.6827 -2.6744 -2.2039
O -6.3008 -1.5583 -1.4835
O -4.3263 -2.9732 -1.8340
F -6.4132 -3.8300 -1.3836
*
```

## Properties
- ΔE to the lowest compared entry with this formula, charge and spin (kJ/mol) = 0.00

***

| no. | HOMO (eV) | orbital gap (eV) |
| --- | --- | --- |
| 1 | -13.2 | 7.45 |
| 2 | -12.6 | 7.83 |